The following is a DFT calculation (ωB97M-V/def2-TZVPD) of a molecular structure, C26H40F3N3O10P2S2 at a distorted geometry.

Calculated values
DFT total energy = -3710.1642 hartree
Frontier orbital gap = 0.302 hartree
Charge = 0
M = 737.7 g/mol
LUMO level = -1.42 eV
E_HOMO = -9.625 eV

Geometry as XYZ:
```
86
Properties=species:S:1:pos:R:3:mulliken_charge:R:1
C -3.310 -1.197 4.609 -1.2467
C -2.166 -1.728 3.704 -1.2557
C -1.144 -0.616 3.555 -0.2568
C -0.326 -0.429 4.622 -0.5601
C 0.676 0.577 4.642 -0.1054
N 1.523 0.812 5.640 -0.7201
S 2.382 2.084 5.076 0.1585
N 1.720 2.328 3.658 -0.5252
C 0.751 1.408 3.493 1.0351
C -0.085 1.236 2.365 0.8043
C 0.123 2.194 1.246 -0.5853
C -0.816 3.179 0.950 -0.0877
C -0.596 4.026 -0.117 -0.4944
N 0.466 4.036 -0.926 -0.6524
C 1.335 3.072 -0.620 -0.4607
C 1.236 2.161 0.415 -0.3602
C -1.015 0.221 2.370 0.8881
S -2.041 -0.092 0.955 1.3525
O -2.070 -1.491 0.636 -0.6195
O -1.675 0.678 -0.195 -0.5773
C -3.767 0.515 1.399 0.8577
F -4.502 -0.394 2.006 -0.2170
F -3.630 1.625 2.130 -0.2457
F -4.346 0.863 0.254 -0.1464
H -2.946 -1.075 5.629 0.3888
H -4.193 -1.830 4.562 0.3738
H -3.554 -0.189 4.272 0.3308
H -2.619 -2.010 2.760 0.2150
H -1.690 -2.593 4.161 0.5298
H -0.417 -1.084 5.481 0.5183
H -1.714 3.279 1.544 0.4596
H -1.359 4.769 -0.334 0.3853
H 2.210 3.007 -1.261 0.3941
H 2.006 1.413 0.554 0.4306
O -7.254 0.305 -4.289 -0.7902
P -6.059 -0.168 -5.019 1.0597
O -4.768 0.526 -4.330 -0.3165
C -4.639 0.502 -2.905 -0.2731
C -4.227 -0.863 -2.389 -0.5692
O -6.150 0.690 -6.413 -0.3797
C -7.405 1.155 -6.910 -0.3413
C -7.549 2.644 -6.674 -1.0755
O -5.355 -1.420 -5.709 -0.3570
C -4.176 -1.251 -6.520 -0.0728
C -2.972 -1.856 -5.833 -1.0925
H -5.572 0.822 -2.436 0.3711
H -3.880 1.240 -2.647 0.2121
H -4.928 -1.639 -2.709 0.3853
H -4.181 -0.854 -1.305 -0.0023
H -3.245 -1.141 -2.772 0.1071
H -8.231 0.608 -6.455 0.3473
H -7.425 0.944 -7.981 0.3344
H -7.382 2.890 -5.625 0.2767
H -8.543 2.989 -6.961 0.3603
H -6.808 3.193 -7.257 0.2900
H -3.995 -0.207 -6.761 0.2654
H -4.375 -1.775 -7.454 0.3917
H -2.651 -1.235 -4.998 0.1570
H -2.140 -1.931 -6.534 0.4051
H -3.201 -2.847 -5.441 0.2896
O 5.621 0.683 2.671 -0.7716
P 6.418 -0.562 2.642 1.0591
O 6.821 -0.836 1.096 -0.2876
C 7.361 0.233 0.315 -0.3240
C 8.803 0.534 0.676 -0.9451
O 5.266 -1.707 2.857 -0.3828
C 4.057 -1.398 3.548 -0.5790
C 2.911 -1.250 2.573 -0.4501
O 7.551 -1.408 3.372 -0.3551
C 7.822 -2.772 2.987 -0.0925
C 9.175 -2.873 2.319 -1.0946
H 6.746 1.129 0.423 0.3272
H 7.295 -0.079 -0.727 0.3050
H 8.905 0.767 1.739 0.2712
H 9.172 1.381 0.098 0.3938
H 9.443 -0.325 0.471 0.2146
H 4.169 -0.493 4.146 0.2977
H 3.860 -2.219 4.241 0.4068
H 3.145 -0.539 1.780 0.0717
H 2.012 -0.910 3.086 -0.0030
H 2.699 -2.205 2.088 0.4460
H 7.045 -3.174 2.344 0.2641
H 7.818 -3.350 3.911 0.3985
H 9.141 -2.455 1.314 0.1465
H 9.474 -3.919 2.237 0.4011
H 9.932 -2.327 2.881 0.2938
```



The following is a DFT calculation (ωB97M-V/def2-TZVPD) of a molecular structure, C50H45AgF5N3O3SSi.

Calculated values
DFT total energy = -3656.4095 hartree
Frontier orbital gap = 0.225 hartree
Charge = -2
M = 998.9 g/mol
LUMO level = 3.71 eV
E_HOMO = -2.415 eV

Geometry as XYZ:
```
109
Properties=species:S:1:pos:R:3:mulliken_charge:R:1
Ag -0.696 -0.105 -1.146 0.2713
C -3.069 3.122 -3.061 -1.3392
C -3.680 3.150 -1.691 1.4123
C -5.022 3.459 -1.507 -0.9727
C -5.572 3.520 -0.236 -0.8345
C -4.769 3.282 0.866 -0.9283
C -3.421 2.961 0.726 0.6889
C -2.576 2.709 1.941 -1.0417
C -2.894 2.885 -0.564 -1.3068
N -1.541 2.492 -0.773 1.6508
C -0.636 3.374 -0.840 0.5806
C -0.852 4.853 -0.644 -2.0449
C 0.784 2.943 -1.130 0.3550
C 1.699 3.972 -1.742 -2.2732
N 1.117 1.763 -0.826 1.5654
C 2.459 1.316 -0.986 -1.3409
C 3.312 1.404 0.119 0.7884
C 2.835 2.020 1.401 -1.2261
C 4.600 0.901 -0.005 -0.6770
C 5.030 0.321 -1.188 -1.1208
C 4.168 0.246 -2.269 -0.7283
C 2.871 0.742 -2.188 1.5511
C 1.937 0.673 -3.357 -1.0601
H -3.840 3.156 -3.831 0.4076
H -2.473 2.222 -3.195 0.0766
H -2.402 3.977 -3.216 0.2754
H -5.637 3.650 -2.380 0.3944
H -6.621 3.757 -0.106 0.3921
H -5.184 3.341 1.866 0.4373
H -3.031 3.157 2.824 0.3786
H -1.572 3.122 1.839 0.1308
H -2.474 1.638 2.130 0.2272
H -1.870 5.062 -0.326 0.4733
H -0.653 5.397 -1.570 0.4114
H -0.158 5.234 0.109 0.4200
H 1.244 4.375 -2.650 0.3831
H 2.660 3.528 -1.988 0.5286
H 1.863 4.808 -1.058 0.4353
H 1.870 1.603 1.686 -0.4639
H 2.711 3.104 1.305 0.4426
H 3.532 1.833 2.216 0.6238
H 5.256 0.937 0.856 0.4375
H 6.028 -0.094 -1.257 0.3821
H 4.488 -0.222 -3.193 0.3555
H 2.344 0.036 -4.144 0.4342
H 1.747 1.659 -3.789 0.2932
H 0.963 0.278 -3.067 -0.3820
N -1.870 -0.571 2.742 -0.3585
C -0.905 -0.105 3.645 0.2657
C -0.091 0.978 3.312 0.5239
C 0.873 1.439 4.193 -0.3346
C 1.046 0.845 5.435 -0.2649
C 0.230 -0.224 5.777 -0.7325
C -0.738 -0.692 4.899 -0.6037
S 2.302 1.454 6.559 1.3371
O 1.690 2.599 7.225 -0.7181
O 3.416 1.813 5.687 -0.6957
O 2.572 0.331 7.450 -0.7561
H -2.115 -1.541 2.897 0.3049
H -1.579 -0.464 1.776 -0.1970
H -0.189 1.423 2.327 0.0254
H 1.528 2.255 3.911 0.3675
H 0.381 -0.705 6.735 0.4608
H -1.349 -1.548 5.167 0.3843
C -2.383 -4.435 3.003 -0.6668
C -1.062 -4.160 3.324 -0.6371
C -0.235 -3.522 2.404 0.1387
C -0.703 -3.129 1.148 0.1062
C -2.037 -3.433 0.841 -0.4946
C -2.866 -4.078 1.748 -0.4810
Si 0.302 -2.118 -0.131 1.5260
C 2.031 -2.003 0.674 0.7656
C 2.163 -1.334 1.898 -0.4291
C 3.370 -1.261 2.577 -0.8379
C 4.504 -1.845 2.025 -0.7768
C 4.411 -2.490 0.800 -0.8041
C 3.190 -2.571 0.138 -0.3481
C 0.548 -3.412 -1.524 -0.0825
C 0.609 -3.010 -2.860 -0.2238
C 0.820 -3.917 -3.892 -0.8890
C 0.970 -5.267 -3.608 -0.5076
C 0.907 -5.696 -2.288 -0.8562
C 0.699 -4.778 -1.267 -0.0078
H -3.032 -4.921 3.722 0.3289
H -0.669 -4.429 4.298 0.3863
H 0.790 -3.309 2.686 0.3026
H -2.440 -3.137 -0.121 0.2273
H -3.896 -4.285 1.482 0.4040
H 1.294 -0.863 2.348 0.4499
H 3.421 -0.746 3.531 0.5930
H 5.453 -1.791 2.546 0.3714
H 5.293 -2.939 0.354 0.3721
H 3.138 -3.096 -0.810 0.3695
H 0.466 -1.962 -3.100 0.1646
H 0.853 -3.568 -4.919 0.4138
H 1.125 -5.981 -4.408 0.3360
H 1.017 -6.749 -2.054 0.3856
H 0.650 -5.131 -0.241 0.3602
F -0.670 1.207 -4.521 -0.4424
C -1.574 0.187 -4.369 1.1762
C -1.885 -0.286 -3.116 -2.2298
C -2.852 -1.269 -3.127 1.4174
F -3.285 -1.822 -1.962 -0.2729
C -3.457 -1.769 -4.268 0.0964
F -4.400 -2.730 -4.217 -0.3557
C -3.086 -1.261 -5.499 0.7815
F -3.657 -1.723 -6.630 -0.3589
C -2.132 -0.264 -5.554 0.1356
F -1.782 0.248 -6.754 -0.3795
```



The following is a DFT calculation (ωB97M-V/def2-TZVPD) of C5H6O2 in the gas phase at a distorted geometry.

Calculated values
DFT total energy = -344.4934 hartree
Frontier orbital gap = 0.361 hartree
Charge = 0
M = 98.1 g/mol
LUMO level = 0.27 eV
Structure (SMILES) = O=CC1CC(=O)C1
E_HOMO = -9.548 eV

Geometry as XYZ:
```
13
Properties=species:S:1:pos:R:3:mulliken_charge:R:1
O -0.212 -2.479 -0.999 -0.5883
C -0.287 -1.275 -0.922 -0.2047
C -0.593 -0.619 0.290 0.0341
C -0.921 0.812 0.430 -0.5602
C 0.502 1.276 0.403 0.4604
O 0.933 2.367 0.614 -0.5268
C 1.191 -0.019 0.045 -0.6958
H -0.986 -1.305 1.046 0.4001
H -0.329 -0.648 -1.813 0.4456
H -1.438 1.006 1.358 0.3063
H -1.465 1.290 -0.376 0.2749
H 1.806 -0.464 0.812 0.3510
H 1.799 0.058 -0.887 0.3036
```



The following is a DFT calculation (ωB97M-V/def2-TZVPD) of 11 unconnected molecules or ions with the total composition C25H49BF4N15O5 at a distorted geometry.

Calculated values
DFT total energy = -2604.3655 hartree
Frontier orbital gap = 0.294 hartree
Charge = -1
M = 726.6 g/mol
LUMO level = 2.36 eV
E_HOMO = -5.649 eV

Geometry as XYZ:
```
99
Properties=species:S:1:pos:R:3:mulliken_charge:R:1
B -19.894 -10.857 19.109 1.2885
F -20.333 -10.199 17.946 0.0840
F -18.471 -10.995 19.110 -0.3359
F -20.262 -10.062 20.242 -0.9612
F -20.478 -12.141 19.196 -0.0742
C -18.082 -9.496 23.229 0.4370
O -18.439 -8.310 23.131 -0.7302
N -16.953 -9.822 23.965 -0.3612
N -18.634 -10.568 22.528 -0.1312
H -16.643 -10.769 24.030 0.1582
H -16.617 -9.133 24.608 0.2344
H -19.300 -10.584 21.756 -0.1789
H -17.934 -11.291 22.471 0.2924
C -21.328 -12.794 22.663 0.4428
O -21.691 -13.261 23.760 -0.7224
N -20.622 -13.493 21.688 -0.2278
N -21.688 -11.535 22.208 -0.0998
H -20.095 -14.305 21.938 0.1981
H -20.420 -12.947 20.862 0.0978
H -21.351 -11.190 21.325 -0.0487
H -22.239 -11.048 22.891 0.1696
C -16.512 -8.800 16.826 0.5295
O -16.334 -9.957 16.475 -0.5331
N -15.632 -7.765 16.493 -0.4126
N -17.642 -8.414 17.543 0.0006
H -15.757 -6.858 16.888 0.1157
H -14.952 -7.945 15.784 0.2440
H -18.322 -9.129 17.731 -0.1487
H -17.683 -7.489 17.916 0.0824
C -19.915 -11.771 14.534 0.5628
O -18.725 -11.701 14.790 -0.5834
N -20.915 -11.601 15.477 -0.1635
N -20.369 -11.932 13.220 -0.4128
H -20.662 -11.359 16.432 -0.1406
H -21.883 -11.617 15.237 0.2036
H -21.348 -11.932 13.033 0.1504
H -19.674 -12.132 12.531 0.2157
C -16.714 -13.580 18.205 0.5037
O -16.513 -12.631 17.466 -0.4661
N -15.948 -14.743 18.195 -0.4507
N -17.769 -13.575 19.114 -0.2895
H -15.127 -14.796 17.628 0.2388
H -16.315 -15.546 18.660 0.1209
H -18.340 -12.724 19.121 0.1459
H -17.872 -14.346 19.739 0.1810
C -22.607 -14.929 18.678 -0.6128
C -23.993 -15.272 19.201 -0.3508
C -24.726 -16.388 18.444 -0.4636
C -24.364 -16.474 17.024 0.2528
N -24.099 -16.520 15.921 -0.4446
H -22.585 -14.829 17.597 0.3391
H -21.882 -15.696 18.976 0.3565
H -22.207 -14.044 19.172 -0.2078
H -24.593 -14.359 19.056 0.1079
H -24.083 -15.321 20.287 0.4084
H -25.808 -16.419 18.547 0.3760
H -24.349 -17.348 18.824 0.2152
C -21.549 -8.072 15.811 -0.0580
C -22.834 -7.404 15.316 -0.4814
C -22.773 -7.168 13.803 -0.6423
C -22.426 -8.327 12.983 0.3280
N -22.133 -9.171 12.264 -0.4464
H -21.668 -8.503 16.803 -0.3901
H -20.707 -7.388 15.945 0.3006
H -21.268 -8.862 15.114 0.0371
H -23.060 -6.535 15.936 0.4157
H -23.691 -8.055 15.519 0.2425
H -22.071 -6.368 13.557 0.3011
H -23.761 -6.818 13.495 0.3439
N -15.583 -10.346 19.885 0.4494
C -14.487 -11.015 19.397 -0.4442
C -13.359 -10.576 20.036 -0.7078
C -13.802 -9.708 21.087 -0.6350
C -15.148 -9.545 20.922 -0.5428
H -16.531 -10.369 19.522 0.1027
H -14.600 -11.699 18.569 0.4603
H -12.361 -10.955 19.895 0.3946
H -13.110 -9.319 21.817 0.4082
H -15.870 -8.949 21.460 0.4772
N -23.051 -9.544 18.810 0.3798
C -23.910 -8.507 18.700 -0.6011
C -25.168 -9.030 18.447 -0.7763
C -25.039 -10.443 18.491 -0.6866
C -23.721 -10.734 18.787 -0.3763
H -22.074 -9.561 19.071 -0.0184
H -23.553 -7.497 18.718 0.6364
H -26.002 -8.411 18.163 0.3973
H -25.861 -11.135 18.392 0.4413
H -23.256 -11.688 18.962 0.4280
N -20.171 -6.497 21.348 0.2282
C -19.815 -5.977 20.157 -0.1233
C -20.505 -4.806 19.918 -0.6615
C -21.313 -4.639 21.082 -0.4440
C -21.114 -5.692 21.923 -0.7043
H -19.745 -7.268 21.842 0.2682
H -19.064 -6.489 19.577 0.2763
H -20.320 -4.167 19.075 0.4162
H -21.955 -3.793 21.274 0.4048
H -21.416 -5.815 22.948 0.4005
```